(1)
{
  "formula": "C24H28ClN3O4",
  "method": "ωB97M-V/def2-TZVPD",
  "species": ["C", "O", "C", "C", "C", "C", "C", "C", "C", "N", "C", "C", "O", "C", "O", "N", "C", "C", "C", "N", "C", "O", "C", "C", "C", "C", "Cl", "C", "C", "C", "C", "C", "H", "H", "H", "H", "H", "H", "H", "H", "H", "H", "H", "H", "H", "H", "H", "H", "H", "H", "H", "H", "H", "H", "H", "H", "H", "H", "H", "H"],
  "positions_angstrom": [[-2.364, 3.515, 1.597], [-0.974, 3.309, 1.648], [-0.508, 2.074, 1.984], [0.877, 1.911, 1.937], [1.440, 0.696, 2.263], [0.639, -0.374, 2.627], [-0.739, -0.226, 2.672], [-1.616, -1.384, 3.047], [-2.041, -2.265, 1.846], [-2.896, -1.545, 0.904], [-2.632, -0.580, 0.001], [-3.883, -0.007, -0.632], [-1.520, -0.197, -0.323], [-0.824, -3.020, 1.272], [-0.581, -4.135, 1.693], [-0.091, -2.374, 0.365], [1.019, -2.996, -0.327], [2.292, -2.162, -0.148], [2.182, -0.818, -0.863], [1.746, -1.001, -2.236], [1.441, 0.028, -3.055], [1.072, -0.128, -4.205], [1.622, 1.397, -2.468], [0.654, 1.958, -1.643], [0.807, 3.248, -1.167], [1.936, 3.971, -1.515], [2.138, 5.578, -0.904], [2.906, 3.430, -2.342], [2.739, 2.143, -2.822], [1.629, -2.360, -2.714], [0.682, -3.162, -1.825], [-1.307, 1.004, 2.364], [-2.498, 4.545, 1.267], [-2.841, 2.840, 0.878], [-2.829, 3.391, 2.580], [1.486, 2.752, 1.647], [2.513, 0.582, 2.233], [1.080, -1.325, 2.887], [-2.524, -1.018, 3.534], [-1.091, -2.037, 3.746], [-2.671, -3.063, 2.254], [-3.877, -1.729, 1.046], [-4.537, 0.420, 0.126], [-3.602, 0.765, -1.343], [-4.425, -0.790, -1.160], [-0.378, -1.444, 0.063], [1.156, -3.973, 0.148], [3.141, -2.729, -0.529], [2.460, -1.979, 0.913], [1.468, -0.180, -0.333], [3.155, -0.310, -0.846], [-0.219, 1.385, -1.369], [0.064, 3.687, -0.521], [3.775, 4.009, -2.611], [3.481, 1.714, -3.479], [1.244, -2.305, -3.734], [2.619, -2.828, -2.744], [0.722, -4.212, -2.114], [-0.338, -2.809, -1.992], [-2.380, 1.111, 2.423]],
  "gap_ev": 8.8306,
  "fmax_ev_per_a": 0.56,
  "lumo_ev": 0.2,
  "total_energy_ev": -50527.09643
}



(2)
{
  "formula": "C2H10NO",
  "method": "ωB97M-V/def2-TZVPD",
  "species": ["C", "N", "H", "H", "H", "H", "H", "H", "C", "O", "H", "H", "H", "H"],
  "positions_angstrom": [[0.604, -1.127, -1.623], [-0.542, -1.544, -0.758], [-1.412, -1.657, -1.287], [-0.342, -2.376, -0.205], [-0.816, -0.803, -0.097], [0.772, -1.906, -2.357], [1.492, -1.076, -0.999], [0.376, -0.168, -2.006], [-0.185, 1.757, 1.859], [0.067, 1.355, 0.518], [0.737, 1.958, 0.173], [0.606, 2.377, 2.272], [-1.132, 2.275, 1.940], [-0.226, 0.935, 2.569]],
  "gap_ev": 10.6992,
  "fmax_ev_per_a": 1.34,
  "charge": 1,
  "lumo_ev": -3.7,
  "total_energy_ev": -5766.71186
}



(3)
{
  "formula": "C5H9NO",
  "method": "ωB97M-V/def2-TZVPD",
  "species": ["C", "C", "O", "C", "C", "C", "N", "H", "H", "H", "H", "H", "H", "H", "H", "H"],
  "positions_angstrom": [[-0.529, -0.515, -1.557], [-1.022, -0.048, -0.003], [-1.561, -1.074, 0.778], [0.108, 0.665, 0.777], [1.326, -0.269, 0.959], [0.499, 1.867, 0.042], [0.800, 2.797, -0.576], [0.133, 0.222, -2.048], [-1.356, -0.681, -2.291], [-0.039, -1.458, -1.399], [-1.681, 0.451, -0.661], [-0.814, -1.616, 1.084], [-0.203, 0.994, 1.785], [2.147, 0.250, 1.459], [1.687, -0.629, -0.008], [1.078, -1.139, 1.580]],
  "gap_ev": 10.6869,
  "fmax_ev_per_a": 3.56,
  "lumo_ev": 0.6,
  "total_energy_ev": -8866.75672
}



(4)
{
  "formula": "C5H11N",
  "method": "ωB97M-V/def2-TZVPD",
  "species": ["C", "C", "C", "H", "H", "H", "H", "H", "H", "C", "C", "N", "H", "H", "H", "H", "H"],
  "positions_angstrom": [[1.995, 1.330, -0.537], [2.006, 0.016, -0.192], [1.788, -0.484, 1.212], [2.138, 1.623, -1.599], [1.812, 2.122, 0.206], [2.214, -0.765, -0.894], [2.682, -1.164, 1.542], [1.685, 0.331, 1.912], [0.862, -1.100, 1.214], [-1.905, 0.911, -0.741], [-1.953, -0.098, 0.193], [-1.816, -1.457, -0.076], [-1.811, 0.700, -1.790], [-2.008, 1.906, -0.412], [-2.107, 0.212, 1.244], [-1.965, -1.698, -1.003], [-2.377, -2.029, 0.508]],
  "gap_ev": 9.3891,
  "fmax_ev_per_a": 3.22,
  "lumo_ev": 1.2,
  "total_energy_ev": -6851.78337
}



(5)
{
  "formula": "C30H56O30S4",
  "method": "ωB97M-V/def2-TZVPD",
  "species": ["C", "C", "O", "S", "C", "O", "O", "H", "H", "H", "H", "H", "H", "H", "H", "C", "C", "O", "S", "C", "O", "O", "H", "H", "H", "H", "H", "H", "H", "H", "C", "C", "O", "S", "C", "O", "O", "H", "H", "H", "H", "H", "H", "H", "H", "C", "C", "O", "S", "C", "O", "O", "H", "H", "H", "H", "H", "H", "H", "H", "O", "C", "O", "C", "C", "O", "H", "H", "H", "H", "O", "C", "O", "C", "C", "O", "H", "H", "H", "H", "O", "C", "O", "C", "C", "O", "H", "H", "H", "H", "O", "C", "O", "C", "C", "O", "H", "H", "H", "H", "O", "C", "O", "C", "C", "O", "H", "H", "H", "H", "O", "C", "O", "C", "C", "O", "H", "H", "H", "H"],
  "positions_angstrom": [[3.027, -2.769, -3.558], [2.045, -3.785, -2.865], [1.498, -3.129, -1.759], [0.497, -4.178, -0.842], [-0.449, -3.041, 0.103], [-0.403, -4.972, -1.642], [1.425, -4.935, -0.030], [3.935, -2.386, -3.043], [2.560, -1.977, -3.852], [3.264, -3.035, -4.569], [1.101, -4.165, -3.332], [2.574, -4.718, -2.702], [-1.021, -2.457, -0.602], [0.192, -2.341, 0.793], [-1.103, -3.749, 0.703], [-2.098, 0.484, 1.573], [-1.447, 0.959, 0.219], [-1.714, 0.011, -0.828], [-0.605, 0.225, -2.202], [-1.077, -0.997, -3.388], [-1.006, 1.530, -2.531], [0.710, -0.086, -1.807], [-3.242, 0.239, 1.372], [-1.790, 1.125, 2.307], [-1.799, -0.431, 1.944], [-1.750, 2.001, 0.081], [-0.333, 1.007, 0.266], [-1.970, -0.522, -3.888], [-1.296, -1.961, -2.845], [-0.396, -1.309, -4.104], [-0.303, 5.314, 6.365], [-1.506, 4.955, 5.302], [-2.076, 3.658, 5.815], [-3.367, 3.074, 5.065], [-3.823, 1.605, 5.800], [-4.301, 4.180, 5.294], [-3.009, 2.989, 3.664], [0.080, 4.473, 6.466], [-0.738, 5.586, 7.171], [0.359, 6.074, 5.899], [-2.287, 5.719, 5.489], [-1.020, 4.754, 4.260], [-4.053, 1.822, 6.880], [-3.140, 0.747, 5.641], [-4.678, 1.178, 5.417], [-0.765, -3.456, 6.373], [-1.509, -3.757, 5.008], [-2.637, -2.808, 4.858], [-3.626, -3.047, 3.697], [-4.741, -1.579, 3.679], [-2.899, -3.118, 2.438], [-4.411, -4.175, 4.102], [-0.648, -2.413, 6.318], [0.267, -3.740, 6.160], [-1.083, -3.934, 7.126], [-0.923, -3.981, 4.087], [-1.992, -4.690, 5.372], [-4.456, -0.690, 3.299], [-5.382, -1.567, 4.637], [-5.694, -1.891, 3.119], [4.507, 1.366, 2.201], [3.992, 0.493, 1.443], [2.813, 0.000, 1.736], [2.516, -1.039, 0.678], [3.755, -0.961, -0.205], [4.550, -0.041, 0.388], [2.239, -1.977, 1.240], [1.638, -0.796, 0.251], [3.230, -0.741, -1.307], [4.240, -1.763, -0.027], [1.208, -2.175, 4.249], [1.359, -0.994, 4.268], [0.488, -0.094, 3.769], [0.912, 1.210, 4.138], [2.207, 1.011, 4.925], [2.348, -0.370, 4.848], [0.993, 1.827, 3.286], [0.450, 1.890, 4.733], [2.246, 1.475, 5.892], [3.153, 1.348, 4.463], [4.689, 3.702, -5.158], [4.188, 3.367, -4.064], [4.676, 3.765, -2.851], [3.806, 3.298, -1.877], [2.895, 2.236, -2.474], [3.169, 2.409, -3.872], [4.686, 2.935, -1.386], [3.044, 4.157, -1.767], [1.888, 2.266, -2.520], [2.998, 1.193, -2.150], [-1.541, 3.565, -8.393], [-1.373, 2.629, -7.591], [-2.431, 2.031, -7.095], [-2.078, 1.281, -5.988], [-0.626, 0.992, -6.250], [-0.330, 2.094, -7.118], [-2.374, 1.929, -5.226], [-2.653, 0.410, -5.828], [-0.333, 0.092, -6.651], [-0.233, 1.265, -5.372], [-0.208, -3.086, -6.429], [0.067, -4.061, -7.097], [0.468, -5.214, -6.584], [0.673, -6.140, -7.609], [0.862, -5.324, -8.863], [0.200, -4.148, -8.483], [1.633, -6.742, -7.464], [-0.017, -6.891, -7.965], [0.077, -5.724, -9.744], [2.003, -5.239, -9.334], [2.144, 3.152, 1.137], [1.077, 3.808, 0.924], [0.673, 4.313, -0.182], [-0.586, 5.012, -0.024], [-0.859, 4.736, 1.537], [0.265, 4.018, 1.951], [-0.233, 5.997, -0.182], [-1.421, 4.573, -0.661], [-1.801, 4.072, 1.726], [-0.898, 5.689, 2.177]],
  "gap_ev": 10.2297,
  "fmax_ev_per_a": 9.98,
  "lumo_ev": 0.0,
  "total_energy_ev": -136768.16935
}



(6)
{
  "formula": "C34H46N8O",
  "method": "ωB97M-V/def2-TZVPD",
  "species": ["C", "C", "C", "N", "C", "H", "H", "H", "H", "H", "C", "C", "C", "N", "C", "H", "H", "H", "H", "H", "C", "C", "C", "N", "C", "H", "H", "H", "H", "H", "C", "C", "C", "N", "C", "H", "H", "H", "H", "H", "C", "C", "C", "N", "C", "H", "H", "H", "H", "H", "C", "C", "C", "N", "C", "H", "H", "H", "H", "H", "C", "C", "C", "N", "C", "H", "H", "H", "H", "H", "C", "C", "C", "O", "C", "H", "H", "H", "H", "H", "H", "H", "H", "C", "C", "N", "H", "H", "H"],
  "positions_angstrom": [[-3.220, -2.033, -2.890], [-3.074, -3.279, -3.501], [-1.885, -3.823, -3.036], [-1.396, -3.007, -2.067], [-2.180, -1.841, -1.985], [-3.971, -1.318, -3.186], [-3.660, -3.632, -4.330], [-1.479, -4.824, -3.279], [-0.587, -3.165, -1.451], [-2.024, -1.116, -1.233], [1.537, -1.448, 1.455], [2.122, -0.303, 0.858], [1.168, 0.729, 0.919], [-0.003, 0.188, 1.400], [0.229, -1.109, 1.728], [1.974, -2.363, 1.642], [3.130, -0.105, 0.603], [1.274, 1.776, 0.665], [-0.930, 0.678, 1.418], [-0.499, -1.724, 2.146], [2.434, 4.468, -0.419], [2.043, 4.097, 0.935], [0.733, 4.398, 1.120], [0.283, 5.020, -0.103], [1.282, 4.952, -1.009], [3.403, 4.514, -0.936], [2.700, 3.792, 1.716], [0.073, 4.373, 2.005], [-0.652, 5.193, -0.355], [1.155, 5.221, -2.008], [0.418, 2.092, -3.602], [-0.620, 2.366, -4.550], [-1.290, 1.169, -4.729], [-0.691, 0.188, -3.952], [0.269, 0.782, -3.183], [1.225, 2.698, -3.236], [-0.796, 3.320, -5.030], [-1.959, 0.857, -5.513], [-0.899, -0.762, -3.758], [0.968, 0.267, -2.484], [-4.527, -4.538, 2.183], [-3.190, -4.214, 2.627], [-2.400, -3.954, 1.552], [-3.138, -4.127, 0.412], [-4.437, -4.510, 0.809], [-5.350, -4.680, 2.811], [-2.961, -4.089, 3.660], [-1.324, -3.688, 1.485], [-2.710, -4.386, -0.515], [-5.229, -4.638, 0.123], [-3.947, 0.389, 0.641], [-3.508, 0.899, 1.892], [-3.512, -0.166, 2.796], [-3.984, -1.285, 2.125], [-4.286, -0.963, 0.815], [-4.198, 0.968, -0.229], [-3.172, 1.908, 2.059], [-3.298, -0.320, 3.826], [-4.156, -2.192, 2.507], [-4.636, -1.736, 0.121], [4.883, 1.937, 0.097], [5.981, 1.073, 0.370], [6.688, 0.882, -0.768], [6.044, 1.541, -1.820], [4.893, 2.151, -1.284], [4.186, 2.336, 0.755], [6.263, 0.589, 1.277], [7.589, 0.344, -0.869], [6.309, 1.497, -2.791], [4.201, 2.688, -1.914], [0.086, 0.096, 5.095], [0.350, 1.441, 4.352], [1.853, 1.491, 4.221], [2.330, 1.024, 5.489], [1.450, -0.021, 5.952], [-0.097, -0.679, 4.346], [-0.761, 0.123, 5.771], [-0.060, 2.199, 4.995], [-0.309, 1.336, 3.370], [2.309, 2.504, 4.114], [2.271, 0.760, 3.442], [1.291, 0.133, 7.007], [2.089, -0.938, 5.877], [1.441, -0.665, -6.112], [0.901, -1.831, -5.499], [0.441, -2.825, -5.104], [0.789, -0.301, -6.951], [2.386, -0.994, -6.471], [1.562, 0.147, -5.431]],
  "gap_ev": 8.5814,
  "fmax_ev_per_a": 3.30,
  "lumo_ev": 0.6,
  "total_energy_ev": -49968.24641
}